1.
The following is a DFT calculation (ωB97M-V/def2-TZVPD) of 14 unconnected molecules or ions with the total composition C40H94BrN14O28 in a non-equilibrium geometry.

Calculated values
M: 1299.17 u
HOMO energy: -11.06 eV
HOMO-LUMO gap: 0.2964 Ha
maximum force: 3.42 eV/Å
lowest unoccupied orbital energy: -2.995 eV

The geometry in ORCA input format:
```
! wB97M-V def2-TZVPD RIJCOSX def2/J DEFGRID3
* xyz 1 1
C -9.63850 -3.17435 -2.84419
C -8.24670 -2.46615 -3.03819
C -7.09613 -3.31443 -2.37060
C -6.62590 -4.41813 -3.37981
C -5.57702 -5.44386 -2.80902
C -4.35698 -4.77907 -2.03407
C -4.13890 -5.48049 -0.62879
C -5.19934 -5.06045 0.45202
C -5.26256 -3.51457 0.74422
C -3.87881 -2.76655 0.68479
C -2.98625 -2.94603 1.97387
C -1.74777 -1.97279 1.89334
C -2.11241 -0.47203 2.29671
C -1.32399 0.03843 3.57430
C -0.68990 1.49065 3.38800
C 0.86274 1.48557 3.68423
C 1.71611 2.33053 2.63140
C 2.68995 3.24073 3.48967
C 3.55877 4.21213 2.58990
C 3.96487 5.49533 3.41158
N 5.44317 5.68823 3.62012
C 6.00173 4.42502 4.22529
C 6.85115 3.52156 3.24454
O 6.98717 4.00995 1.90854
C 7.49010 5.34184 2.04583
C 8.25313 5.88759 0.76572
C 7.97853 5.08150 -0.55424
C 8.08681 6.12763 -1.74718
O 8.90238 4.01115 -0.75858
C 6.22133 6.24266 2.47664
Br 5.23267 6.62690 0.82243
H -9.53137 -4.21128 -3.26236
H -10.47106 -2.64506 -3.36782
H -9.92539 -3.27284 -1.76703
H -8.08345 -2.35165 -4.14141
H -8.27944 -1.43951 -2.59178
H -6.28001 -2.58527 -2.11302
H -7.42787 -3.76217 -1.39611
H -7.52331 -5.01852 -3.69186
H -6.22613 -3.90826 -4.29190
H -5.14617 -5.98496 -3.70697
H -6.07464 -6.22160 -2.17795
H -3.42251 -4.94959 -2.64973
H -4.46681 -3.67563 -1.92149
H -3.11925 -5.15742 -0.29140
H -4.09109 -6.59533 -0.73176
H -5.06555 -5.67803 1.37931
H -6.20623 -5.35633 0.04088
H -5.97602 -2.98020 0.06755
H -5.65851 -3.39969 1.78910
H -4.12400 -1.66727 0.65505
H -3.28763 -2.97525 -0.23613
H -3.63882 -2.64476 2.83722
H -2.60225 -3.99316 2.09077
H -1.35481 -1.93915 0.84624
H -0.92574 -2.35708 2.55090
H -3.20703 -0.34570 2.50421
H -1.87281 0.21000 1.44259
H -0.52542 -0.70809 3.79799
H -1.99172 0.06507 4.47477
H -1.17136 2.11820 4.18327
H -0.94235 1.94439 2.40174
H 1.00115 1.93863 4.70297
H 1.24451 0.43453 3.77499
H 1.00311 2.94453 2.03082
H 2.27051 1.58265 2.01534
H 1.99861 3.91498 4.06827
H 3.28904 2.63691 4.21066
H 4.39680 3.70927 2.05637
H 2.85762 4.56941 1.78812
H 3.54644 5.33275 4.44426
H 3.44030 6.42060 3.06185
H 5.50711 6.38183 4.37502
H 6.69411 4.74346 5.05089
H 5.21799 3.81646 4.74002
H 6.42096 2.48859 3.27811
H 7.89192 3.41210 3.65872
H 8.20260 5.39408 2.90997
H 8.08263 6.98989 0.65749
H 9.35213 5.79189 0.98356
H 6.92536 4.70844 -0.58987
H 9.08625 6.62628 -1.61859
H 7.33246 6.93867 -1.57985
H 7.97940 5.64713 -2.74274
H 9.51719 4.30138 -1.44355
H 6.68287 7.21358 2.80166
C -2.12572 -5.46155 -6.27495
N -2.57033 -4.33943 -5.41569
O -1.90168 -4.07884 -4.43406
O -3.57865 -3.75141 -5.74879
H -1.21898 -5.88656 -5.85680
H -2.92513 -6.19621 -6.28868
H -1.93967 -5.06099 -7.26981
C 10.15336 9.62055 1.14798
N 9.88261 8.85756 2.39365
O 10.83107 8.47366 3.03679
O 8.71407 8.66775 2.68583
H 11.23129 9.70706 1.01951
H 9.70939 9.06813 0.32240
H 9.69280 10.60075 1.25781
C -3.68027 -9.53593 -4.33882
N -3.21356 -8.39644 -5.16796
O -3.94833 -7.43056 -5.25943
O -2.13091 -8.50987 -5.69626
H -4.65781 -9.29326 -3.93276
H -3.73454 -10.40927 -4.98442
H -2.95410 -9.67925 -3.54199
C -11.90905 -3.19452 1.38749
N -12.05470 -3.38786 -0.07798
O -11.72996 -4.46355 -0.53723
O -12.48963 -2.45322 -0.71480
H -11.51273 -4.10557 1.82211
H -11.22522 -2.36288 1.54200
H -12.89499 -2.97283 1.78855
C -14.73188 -6.43216 2.76781
N -14.18391 -5.23633 3.45778
O -12.97631 -5.11684 3.50107
O -14.98419 -4.46090 3.92989
H -13.90462 -7.03056 2.39836
H -15.31871 -6.98893 3.49447
H -15.35247 -6.08061 1.94684
C 4.30895 -0.91430 2.81765
N 3.13939 -1.57442 3.44958
O 3.14950 -1.69608 4.65968
O 2.25951 -1.94100 2.71116
H 5.01513 -0.63914 3.59605
H 4.75290 -1.62600 2.12584
H 3.94356 -0.03356 2.29460
C 2.29681 -4.79484 -3.67354
N 1.34935 -5.71777 -4.34694
O 0.89587 -6.62967 -3.69287
O 1.09563 -5.49009 -5.51057
H 2.42688 -5.11903 -2.64547
H 3.23834 -4.83910 -4.21602
H 1.86537 -3.79724 -3.71359
C 5.26354 10.32914 1.51853
N 5.62254 11.46035 0.62724
O 4.84879 12.38685 0.56065
O 6.67374 11.36961 0.02766
H 4.30716 10.54228 1.98760
H 5.20089 9.43459 0.90262
H 6.04932 10.23938 2.26650
C -1.03310 -0.92315 -5.01530
N -0.51441 0.27346 -4.30281
O 0.69364 0.40870 -4.23311
O -1.33191 1.03293 -3.83675
H -0.19133 -1.50741 -5.37481
H -1.62430 -1.49598 -4.30357
H -1.64336 -0.57443 -5.84516
C 1.62136 0.81966 -1.45394
N 1.36417 0.03745 -0.21596
O 2.32532 -0.34149 0.42518
O 0.20746 -0.16939 0.06802
H 2.69449 0.92607 -1.58169
H 1.18479 0.27255 -2.28704
H 1.14729 1.79089 -1.33172
C 14.30855 7.71286 1.33950
N 13.85603 8.81365 0.45199
O 14.68040 9.61713 0.09201
O 12.67508 8.82841 0.14880
H 15.37233 7.82868 1.52242
H 13.74469 7.78818 2.26708
H 14.10322 6.77503 0.82841
C 1.53838 -1.19196 7.40856
N 1.14647 -0.28408 8.51685
O 1.62447 0.83315 8.52199
O 0.37546 -0.72306 9.33940
H 2.22678 -0.66666 6.75526
H 2.01465 -2.06385 7.85046
H 0.63257 -1.46744 6.87339
C -5.29456 -3.91596 -9.15020
N -5.57941 -5.37171 -9.08297
O -4.74115 -6.08297 -8.57177
O -6.63428 -5.74526 -9.54478
H -4.32363 -3.73025 -8.70092
H -5.29806 -3.62998 -10.19949
H -6.07959 -3.40329 -8.59954
*
```



2.
The following is a DFT calculation (ωB97M-V/def2-TZVPD) of 13 unconnected molecules or ions with the total composition C40H96O37S8 in a non-equilibrium geometry.

Calculated values
M: 1425.71 u
HOMO energy: -9.60 eV
HOMO-LUMO gap: 0.3532 Ha
maximum force: 2.51 eV/Å
lowest unoccupied orbital energy: 0.014 eV
energy relative to the best compared isomer or geometry (same formula, charge and spin): 0.0 kcal per mole

The geometry in ORCA input format:
```
! wB97M-V def2-TZVPD RIJCOSX def2/J DEFGRID3
* xyz 0 1
C 9.72841 -32.41947 -21.43686
C 9.42542 -31.08581 -22.07919
C 7.96279 -31.19574 -22.54275
O 7.42347 -32.38041 -21.87388
C 8.37367 -32.82955 -20.91828
H 10.47085 -32.36744 -20.64338
H 10.03299 -33.07309 -22.25867
H 10.13862 -30.89529 -22.88348
H 9.53228 -30.25383 -21.37666
H 7.88918 -31.40372 -23.60497
H 7.31655 -30.41746 -22.13810
H 8.19045 -33.88706 -20.71205
H 8.13864 -32.31332 -19.97294
O 7.57391 -29.41824 -25.04970
S 8.90119 -29.34255 -25.61023
O 9.75644 -30.50408 -25.74254
O 8.70160 -28.74934 -27.08027
C 9.78037 -28.79594 -28.04002
C 10.17396 -27.40278 -28.45717
C 9.74887 -27.92343 -24.82149
H 9.38638 -29.41594 -28.84726
H 10.60224 -29.41007 -27.66659
H 9.42763 -27.02864 -29.15468
H 11.12828 -27.44675 -28.98842
H 10.33470 -26.73197 -27.61318
H 9.86520 -28.15095 -23.76622
H 9.08543 -27.07161 -24.93412
H 10.65786 -27.83158 -25.41164
O 3.05158 -34.51552 -22.35983
S 4.11135 -34.93521 -23.22302
O 3.96960 -36.12639 -24.01753
O 4.36412 -33.67296 -24.21896
C 5.32849 -33.76119 -25.24670
C 5.78704 -32.38028 -25.66555
C 5.69797 -34.98882 -22.34295
H 4.98676 -34.35055 -26.10121
H 6.22576 -34.29078 -24.90243
H 5.89446 -31.82252 -24.73304
H 5.04271 -31.89041 -26.29874
H 6.70459 -32.31360 -26.24696
H 5.76633 -34.18914 -21.61382
H 6.55139 -34.95512 -23.01657
H 5.76810 -35.97199 -21.87685
O 11.49603 -26.00063 -30.94637
S 12.78608 -26.03358 -31.58653
O 12.97091 -26.83844 -32.75962
O 13.32056 -24.53684 -31.86706
C 13.05161 -23.55111 -30.85214
C 13.86827 -22.30534 -31.12606
C 13.95000 -26.57285 -30.30571
H 13.39005 -23.96319 -29.89671
H 11.98410 -23.36416 -30.74383
H 14.78882 -22.55701 -31.65289
H 14.08820 -21.80560 -30.18506
H 13.35643 -21.59650 -31.77845
H 13.76704 -26.00292 -29.40413
H 14.93371 -26.39809 -30.73073
H 13.67322 -27.60961 -30.13372
O 7.26607 -33.42973 -31.05566
S 6.75673 -32.69755 -32.18644
O 5.73191 -33.21306 -33.04652
O 6.28097 -31.26103 -31.63907
C 6.96329 -30.60155 -30.56159
C 6.23611 -30.92709 -29.25163
C 8.12134 -32.14075 -33.25795
H 7.00553 -29.54838 -30.82256
H 7.99000 -30.97025 -30.46278
H 5.27987 -30.40069 -29.24790
H 6.77189 -30.61042 -28.35483
H 6.05399 -31.99730 -29.18255
H 7.86619 -31.18232 -33.70517
H 8.35708 -32.88482 -34.01208
H 8.97491 -31.93469 -32.61142
O 11.46363 -30.52730 -30.23428
S 12.11633 -30.78498 -31.49565
O 13.53828 -30.74516 -31.67292
O 11.54841 -32.19813 -32.06379
C 12.11971 -32.69877 -33.27903
C 13.21963 -33.70994 -32.96459
C 11.31474 -29.75540 -32.77469
H 12.62979 -31.92108 -33.85408
H 11.31006 -33.13693 -33.85600
H 13.99580 -33.34986 -32.29633
H 13.65546 -33.97686 -33.93016
H 12.71728 -34.58411 -32.55649
H 11.92727 -29.92958 -33.65015
H 11.28141 -28.74097 -32.38538
H 10.29505 -30.12486 -32.80109
O 7.06165 -26.09372 -27.10889
S 6.23180 -26.83750 -28.01856
O 6.81103 -27.50448 -29.14685
O 5.36426 -27.93624 -27.20636
C 4.85118 -27.51155 -25.94450
C 4.18031 -28.70392 -25.27284
C 4.92757 -25.73594 -28.67635
H 4.06940 -26.76970 -26.13941
H 5.61454 -27.08559 -25.29291
H 3.24007 -28.82373 -25.81527
H 3.91378 -28.60630 -24.22138
H 4.81059 -29.58954 -25.32030
H 5.49082 -25.04266 -29.29265
H 4.43401 -25.26185 -27.83281
H 4.23936 -26.39478 -29.19729
O 10.01128 -34.61620 -32.04363
S 10.37136 -35.51863 -30.98031
O 11.31267 -36.59293 -31.10600
O 10.90726 -34.57660 -29.77135
C 10.08602 -33.54949 -29.22183
C 10.88942 -32.92485 -28.09218
C 8.88273 -36.28466 -30.23750
H 9.24395 -34.04642 -28.72659
H 9.69657 -32.83804 -29.94827
H 11.21686 -33.72741 -27.42883
H 10.36312 -32.15702 -27.52501
H 11.80763 -32.43087 -28.42104
H 8.57680 -37.15505 -30.80616
H 8.11726 -35.50916 -30.24531
H 9.14225 -36.49737 -29.20317
O 11.42131 -23.17050 -23.70005
S 10.32783 -24.07822 -23.48292
O 10.50830 -25.43584 -23.03415
O 9.36345 -23.33970 -22.39000
C 9.79385 -23.52251 -21.01299
C 8.78382 -22.74743 -20.17819
C 9.17094 -24.09514 -24.87107
H 10.80387 -23.11039 -20.97986
H 9.79082 -24.57206 -20.72122
H 8.81664 -21.68472 -20.40977
H 9.08102 -22.83338 -19.13056
H 7.79470 -23.18156 -20.29790
H 8.98500 -23.10268 -25.26732
H 8.25991 -24.60720 -24.56312
H 9.53564 -24.74610 -25.66777
C 9.46426 -23.96621 -29.02820
O 9.48680 -23.06710 -27.92906
C 10.61119 -22.38270 -27.69850
O 11.66262 -22.62071 -28.25048
O 10.35999 -21.49246 -26.76636
C 11.45764 -20.67878 -26.31005
H 10.23988 -24.71435 -28.88029
H 9.61495 -23.42227 -29.96179
H 8.49888 -24.45752 -29.11282
H 12.11928 -20.48294 -27.15206
H 12.00843 -21.18512 -25.52110
H 11.00643 -19.75265 -25.97020
C 12.89302 -30.22758 -26.61699
O 12.50609 -28.92519 -26.20649
C 13.10632 -27.91080 -26.76678
O 14.01967 -27.91036 -27.55159
O 12.53430 -26.79173 -26.28713
C 12.90534 -25.54160 -26.82614
H 13.84054 -30.46869 -26.13424
H 13.01560 -30.35220 -27.69459
H 12.18527 -31.01211 -26.35663
H 12.49876 -25.44125 -27.83807
H 13.98579 -25.40538 -26.87362
H 12.42976 -24.76317 -26.23531
C 8.84247 -28.33898 -36.12921
O 8.42699 -27.37056 -35.18210
C 8.40755 -27.73514 -33.88972
O 8.32583 -28.86844 -33.49137
O 8.49098 -26.61634 -33.18625
C 8.24992 -26.66697 -31.77298
H 8.34414 -28.13246 -37.07270
H 8.57667 -29.36702 -35.87557
H 9.92930 -28.30708 -36.22023
H 9.18653 -26.85720 -31.25081
H 7.49238 -27.41983 -31.56616
H 7.91796 -25.67133 -31.48799
C 11.24694 -27.51732 -20.43497
O 11.44432 -28.03762 -19.11860
C 11.20019 -27.17371 -18.13053
O 10.82677 -26.04100 -18.25068
O 11.42759 -27.80954 -16.99782
C 11.19458 -27.14792 -15.77094
H 12.03400 -26.80929 -20.68974
H 10.26167 -27.05185 -20.42412
H 11.26963 -28.32336 -21.16283
H 10.24843 -26.61087 -15.71882
H 11.97090 -26.38705 -15.63848
H 11.31512 -27.87245 -14.97301
*
```



For each record above, in turn, the calculated calculated total energy values are -191192.7660 -205472.6680 eV.